[1]
Formula: C3H7NS2
Source: the Open Molecules 2025 dataset
Level of theory: the ωB97M-V functional and the def2-TZVPD basis

Structure (XYZ):
```
13
Properties=species:S:1:pos:R:3:forces:R:3
H -1.2648 -2.8539 0.6666 0.60 0.40 0.15
N -1.1723 -1.9877 0.1301 -0.88 -0.64 -0.16
C -0.7289 -0.9698 0.7244 0.97 -4.09 2.20
C -0.7447 0.2556 0.1248 1.52 6.10 -3.68
C 0.4315 1.2502 0.4896 -0.44 -3.55 -0.22
S 2.1052 0.7674 -0.1274 -0.74 -0.70 -0.35
S 1.8570 0.5821 -2.2033 0.13 0.97 0.16
H -0.2202 -0.9484 1.7067 -0.50 -0.54 0.15
H -0.7653 0.2550 -0.9773 0.01 -0.68 0.21
H -1.6574 0.7862 0.3111 -0.73 0.38 0.65
H 0.2526 2.2054 0.2039 -0.77 2.78 -1.45
H 0.4099 1.3179 1.5450 0.85 -0.21 1.42
H 1.4974 -0.6598 -2.5941 -0.02 -0.23 0.92
```
Forces are in eV/Å.

Its frontier orbital gap is 9.69 eV. The value obtained for the relative energy (zero: lowest compared OMol25 entry of this formula, charge and spin) is 32.8 kcal per mole. The energy is -969.5850 Eh. The net charge is 0.

[2]
Formula: C31H31Br2Ge2N3O3Zn
Source: the Open Molecules 2025 dataset
Level of theory: the ωB97M-V functional and the def2-TZVPD basis

Structure (XYZ):
```
73
Properties=species:S:1:pos:R:3:forces:R:3
Zn 0.5532 -1.2186 -0.3279 0.03 0.09 -0.06
Br 0.1071 -0.9777 4.5923 -0.01 0.00 -0.01
C 1.6101 -1.3582 3.5271 0.03 0.00 0.01
C 2.8695 -1.4726 4.1402 0.00 -0.01 -0.01
C 3.9931 -1.6876 3.3971 -0.01 -0.01 0.00
Br 5.6668 -1.8040 4.2642 0.00 0.01 0.00
C 3.9075 -1.7968 1.9869 0.03 -0.02 0.00
C 5.0068 -1.9890 1.1262 -0.02 0.00 -0.01
C 4.8206 -2.0440 -0.2298 -0.02 0.00 0.02
C 3.5285 -1.8981 -0.7433 0.02 0.02 -0.03
N 2.4769 -1.7316 0.0327 -0.02 -0.01 0.07
C 2.6341 -1.6844 1.3908 0.00 0.01 0.01
C 1.4415 -1.4725 2.1627 0.00 0.00 -0.01
O 0.2826 -1.3711 1.5591 -0.01 0.00 0.07
H 2.9396 -1.3763 5.2147 0.00 0.00 0.00
H 5.9972 -2.0865 1.5498 0.00 0.00 0.00
H 5.6502 -2.1918 -0.9056 0.00 0.00 0.00
H 3.3548 -1.9101 -1.8121 -0.01 -0.01 0.00
C 2.1906 0.5765 -3.3957 0.02 0.01 -0.04
Ge 0.9174 1.9441 -2.8022 -0.04 0.01 0.03
C 1.6901 3.7273 -2.9617 0.02 -0.02 -0.01
C -0.7179 1.7350 -3.8541 -0.01 -0.05 -0.01
Ge 0.4179 1.4427 -0.4640 0.05 -0.01 0.03
C -1.3851 1.6658 0.2086 -0.05 -0.04 -0.02
C -1.7966 1.0714 1.4080 0.02 0.01 0.00
C -3.1059 1.2103 1.8468 -0.02 0.01 -0.01
C -4.0242 1.9310 1.0907 0.00 -0.02 0.01
C -3.6321 2.5114 -0.1073 0.01 -0.01 0.01
C -2.3224 2.3737 -0.5468 -0.01 0.02 -0.01
C 1.8227 1.6947 0.8360 0.01 -0.03 0.00
C 3.1514 1.5404 0.4229 -0.02 0.01 -0.02
C 4.1904 1.6040 1.3360 -0.01 0.01 0.01
C 3.9136 1.8171 2.6815 0.02 0.01 -0.01
C 2.6018 1.9841 3.1034 -0.01 0.00 0.00
C 1.5606 1.9223 2.1888 0.03 0.00 0.00
H 2.3834 0.7047 -4.4618 0.02 -0.01 0.00
H 1.7769 -0.4232 -3.2460 0.01 -0.01 0.00
H 3.1409 0.6454 -2.8667 0.00 0.00 0.01
H 1.9560 3.9142 -4.0029 0.00 0.01 0.00
H 2.5884 3.8120 -2.3511 0.00 0.00 0.00
H 0.9801 4.4885 -2.6417 -0.01 -0.01 0.00
H -0.4454 1.6059 -4.9026 -0.01 0.00 0.00
H -1.3699 2.6035 -3.7788 0.01 0.02 0.02
H -1.2789 0.8561 -3.5324 -0.01 0.00 -0.01
H -1.1027 0.4771 1.9905 0.01 0.01 0.01
H -3.4175 0.7469 2.7745 0.00 0.00 0.00
H -5.0448 2.0270 1.4370 -0.01 0.00 0.00
H -4.3435 3.0735 -0.6981 0.00 0.00 0.00
H -2.0321 2.8345 -1.4841 0.00 0.00 0.00
H 3.3759 1.3615 -0.6243 0.01 0.01 0.00
H 5.2144 1.4867 1.0047 0.00 0.00 -0.01
H 4.7230 1.8574 3.3991 0.00 0.00 0.01
H 2.3866 2.1562 4.1503 0.00 0.00 0.00
H 0.5432 2.0507 2.5355 -0.02 0.00 0.00
O -5.8268 -0.7286 2.3483 0.00 0.01 0.01
C -6.0633 -1.5290 1.2133 0.00 0.01 0.00
N -4.8077 -1.5294 0.4899 0.02 -0.02 0.00
C -4.6923 -2.2519 -0.6398 -0.02 0.04 -0.02
O -5.5906 -2.9391 -1.0877 0.01 -0.01 0.01
C -3.3665 -2.1959 -1.3554 -0.01 -0.02 0.00
C -3.3368 -2.5450 -2.6998 0.01 0.00 0.00
C -2.1297 -2.5378 -3.3797 0.00 0.01 0.03
C -0.9848 -2.1943 -2.6893 -0.04 0.00 -0.02
N -1.0070 -1.8784 -1.3879 0.05 -0.03 -0.08
C -2.1764 -1.8792 -0.7306 0.01 0.03 0.05
H -6.5578 -0.8355 2.9641 0.00 0.00 0.00
H -6.8591 -1.1159 0.5854 0.00 0.00 0.00
H -6.3216 -2.5576 1.4743 0.00 0.00 -0.01
H -4.1472 -0.8064 0.7378 -0.01 0.00 0.00
H -4.2649 -2.8255 -3.1806 0.00 0.00 -0.01
H -2.0696 -2.7988 -4.4262 0.00 0.00 0.00
H -0.0191 -2.1743 -3.1783 -0.01 0.00 0.00
H -2.1251 -1.6372 0.3251 0.00 -0.01 0.00
```
Forces are in eV/Å.

Its frontier orbital gap (alpha / beta) is 6.96 / 5.68 eV. Its expectation value of S² is 0.758. The energy is -12670.9528 Eh. The net charge is +1. The multiplicity is 2.

[3]
Formula: C3H9N3
Source: the Open Molecules 2025 dataset
Level of theory: the ωB97M-V functional and the def2-TZVPD basis

Structure (XYZ):
```
15
Properties=species:S:1:pos:R:3:forces:R:3
H -1.9857 1.0050 -2.9311 -1.04 -1.11 -0.37
N -2.4260 1.0891 -2.0177 0.71 1.43 0.98
C -1.5979 0.5505 -1.1851 0.78 0.38 -1.99
N -1.1616 1.1339 -0.0529 -0.34 -0.17 0.82
H -1.0746 -0.3397 -1.5566 0.44 -0.10 0.85
H -1.3012 2.1280 0.0228 -0.41 -0.05 -0.06
H -0.4078 0.7856 0.5291 -0.37 -0.15 -0.37
C 0.8494 -1.6080 0.1524 -0.03 -0.03 0.63
C 1.5357 -0.5375 0.5783 0.74 -1.88 -0.02
N 1.1896 0.2564 1.6813 -0.08 -0.38 -0.06
H 1.2038 -2.3173 -0.5811 0.28 0.44 -0.28
H -0.0318 -1.9847 0.6757 -0.07 0.50 -0.10
H 2.5624 -0.4093 0.2326 -0.43 0.48 -0.42
H 0.6125 -0.3055 2.3013 0.05 0.41 0.19
H 2.0333 0.5537 2.1510 -0.23 0.23 0.19
```
Forces are in eV/Å.

Its frontier orbital gap is 8.86 eV. The value obtained for the relative energy (zero: lowest compared OMol25 entry of this formula, charge and spin) is 47.8 kcal per mole. The energy is -283.9069 Eh. The net charge is 0.

[4]
Formula: C4H5O2
Source: the Open Molecules 2025 dataset
Level of theory: the ωB97M-V functional and the def2-TZVPD basis

Structure (XYZ):
```
11
Properties=species:S:1:pos:R:3:forces:R:3
C 2.7461 0.0314 0.0570 1.82 0.37 2.29
C -1.7970 -0.2628 0.3615 1.81 0.42 -0.01
C -0.8078 0.2395 -0.6756 0.16 0.22 -1.94
C -0.5119 0.5306 0.7631 -1.25 1.10 -0.76
O 3.0059 -0.5093 -0.9082 -0.79 -1.39 -3.48
O 2.9191 0.4832 1.1021 -1.14 1.07 1.26
H -2.7353 0.2832 0.4593 -0.01 -0.37 0.09
H -1.7967 -1.3413 0.4593 -0.48 -0.25 0.06
H -0.2387 -0.5055 -1.3270 -0.64 0.30 1.02
H -1.1355 1.0283 -1.4222 0.17 -0.42 0.98
H 0.3518 0.0228 1.1308 0.34 -1.05 0.49
```
Forces are in eV/Å.

Its frontier orbital gap is 4.38 eV. The value obtained for the relative energy (zero: lowest compared OMol25 entry of this formula, charge and spin) is 48.8 kcal per mole. The energy is -305.8072 Eh. The net charge is -1.